(1)
Below is 5 unconnected molecules or ions with the total composition C51H106ClN2O4P2S in a non-equilibrium geometry, with properties calculated with ωB97M-V/def2-TZVPD.

The max |F| comes out at 6.82 eV/A. As for the HOMO energy: -5.30 eV. The LUMO energy comes out at 0.0765 Eh. As for the calculated total energy: -3957.9832 a.u. Its gap between HOMO and LUMO is 7.39 eV.

Geometry as ORCA input:
```
! wB97M-V def2-TZVPD RIJCOSX def2/J DEFGRID3
* xyz -1 1
C 2.765 0.684 3.633
C 2.095 0.742 2.492
C 1.130 0.591 1.184
P 1.934 -0.889 0.301
S 3.771 -0.550 -0.309
O 1.632 1.715 0.374
P 0.307 2.626 -0.375
C 1.340 4.130 -0.939
C 2.881 4.140 -0.450
C 3.859 3.297 -1.469
C 5.287 4.047 -1.572
N 5.990 3.856 -2.895
C 7.093 2.883 -2.811
C 7.118 1.700 -3.948
O 8.015 2.878 -1.915
C 0.773 1.634 -1.931
C -0.243 0.470 -2.385
C 0.593 -0.471 -3.452
C -0.103 -0.572 -4.903
N -0.070 -1.934 -5.537
C 1.271 -2.594 -5.438
C -0.358 -1.825 -6.991
C 0.726 -1.834 -8.193
O -1.595 -1.665 -7.325
C -1.180 3.616 -1.155
C -2.171 4.247 -0.054
C -1.657 5.616 0.627
Cl -3.768 4.683 -0.937
O -0.901 1.548 0.271
C -0.481 0.662 1.387
C -0.895 1.620 2.652
C -0.809 1.244 4.030
C -1.398 -0.643 1.085
C -2.472 -1.005 2.231
C -1.921 -1.869 3.475
C -0.358 -2.255 3.439
C -0.235 -3.655 2.595
H 3.345 0.373 4.583
H 2.010 -2.027 1.210
H 1.179 -1.343 -0.829
H 0.064 3.449 0.815
H 0.856 5.096 -0.493
H 1.356 4.308 -2.087
H 3.046 3.868 0.655
H 3.245 5.248 -0.558
H 3.357 3.417 -2.520
H 3.926 2.180 -1.199
H 5.217 5.203 -1.421
H 5.924 3.674 -0.668
H 5.329 3.643 -3.659
H 7.481 2.181 -4.927
H 7.841 0.902 -3.529
H 6.017 1.321 -4.007
H 1.816 1.143 -1.743
H 0.939 2.309 -2.872
H -0.578 -0.253 -1.558
H -1.221 0.879 -2.872
H 0.717 -1.524 -2.966
H 1.683 -0.069 -3.562
H 0.497 0.136 -5.617
H -1.194 -0.195 -4.943
H 1.381 -3.531 -6.126
H 2.170 -1.879 -5.616
H 1.422 -3.014 -4.358
H 1.434 -2.763 -8.187
H 1.336 -0.861 -8.204
H 0.151 -1.914 -9.202
H -0.833 4.468 -1.846
H -1.743 2.824 -1.807
H -2.477 3.537 0.794
H -0.904 5.416 1.497
H -1.042 6.205 -0.166
H -2.518 6.286 0.986
H -1.258 2.705 2.435
H -1.317 1.916 4.831
H -0.249 0.305 4.427
H -2.024 -0.430 0.122
H -0.775 -1.592 0.807
H -3.053 -0.081 2.645
H -3.296 -1.653 1.712
H -2.134 -1.289 4.454
H -2.561 -2.844 3.544
H 0.348 -1.432 3.061
H -0.042 -2.497 4.533
H -0.962 -3.555 1.693
H -0.657 -4.533 3.234
H 0.854 -3.833 2.268
C -0.021 -5.726 -7.952
C 0.516 -6.996 -7.307
C 2.002 -6.912 -6.953
C 2.948 -6.720 -8.144
C 2.860 -7.795 -9.229
C 3.235 -9.184 -8.732
H 0.472 -5.517 -8.905
H -1.092 -5.828 -8.149
H 0.120 -4.862 -7.296
H 0.324 -7.850 -7.964
H -0.049 -7.183 -6.387
H 2.284 -7.818 -6.406
H 2.154 -6.081 -6.255
H 3.976 -6.682 -7.764
H 2.762 -5.743 -8.602
H 3.542 -7.521 -10.042
H 1.857 -7.819 -9.665
H 4.252 -9.193 -8.330
H 3.191 -9.903 -9.555
H 2.552 -9.532 -7.953
C -1.882 -4.145 6.974
C -2.998 -3.127 7.162
C -2.574 -1.909 7.986
C -2.155 -2.210 9.428
C -3.210 -2.916 10.282
C -4.478 -2.097 10.472
H -1.554 -4.566 7.928
H -2.228 -4.972 6.349
H -1.018 -3.688 6.482
H -3.867 -3.614 7.615
H -3.322 -2.780 6.174
H -3.395 -1.184 7.988
H -1.738 -1.413 7.480
H -1.883 -1.264 9.912
H -1.243 -2.817 9.424
H -2.777 -3.120 11.269
H -3.462 -3.891 9.852
H -4.254 -1.135 10.941
H -5.179 -2.633 11.119
H -4.984 -1.909 9.522
C -7.458 3.785 -6.835
C -7.378 2.649 -5.824
C -7.145 3.131 -4.390
C -5.826 3.876 -4.156
C -4.561 3.096 -4.520
C -4.375 1.831 -3.694
H -6.522 4.346 -6.887
H -7.662 3.386 -7.833
H -8.263 4.479 -6.577
H -6.596 1.945 -6.123
H -8.321 2.091 -5.852
H -7.202 2.269 -3.716
H -7.970 3.792 -4.100
H -5.775 4.161 -3.099
H -5.834 4.815 -4.719
H -3.695 3.748 -4.357
H -4.559 2.844 -5.585
H -4.331 2.065 -2.627
H -3.439 1.337 -3.970
H -5.186 1.118 -3.860
C 4.707 3.244 10.187
C 4.243 2.333 9.060
C 3.984 3.078 7.748
C 2.871 4.130 7.803
C 1.500 3.609 8.238
C 0.923 2.567 7.291
H 3.948 3.987 10.445
H 4.912 2.655 11.086
H 5.626 3.769 9.911
H 3.349 1.785 9.373
H 5.018 1.579 8.881
H 3.755 2.345 6.967
H 4.910 3.572 7.432
H 2.778 4.584 6.809
H 3.169 4.941 8.476
H 0.807 4.457 8.287
H 1.550 3.197 9.252
H 0.824 2.972 6.280
H -0.071 2.260 7.630
H 1.548 1.672 7.245
*
```

Mulliken population analysis, charges in e, atoms 1 to 99: -0.82 -0.76 0.96 0.23 -0.42 -0.28 1.91 -0.79 -0.67 0.30 -0.58 -0.31 0.61 -0.81 -0.62 -1.30 1.63 -0.55 -0.34 0.05 -0.41 0.59 -0.79 -0.62 -0.56 0.63 -0.97 -0.30 -0.42 0.72 -0.45 -0.87 -0.03 -0.76 -0.03 0.40 -1.21 0.37 0.04 -0.05 0.04 0.05 0.29 0.20 0.45 0.09 -0.30 0.27 0.27 0.31 0.28 0.26 0.23 -0.10 0.31 -0.56 -0.63 0.12 0.21 0.19 0.30 -0.14 0.28 0.25 0.14 0.30 0.28 0.49 -0.43 0.03 0.21 0.20 0.37 -0.20 0.15 0.07 0.23 0.01 0.23 0.45 -0.17 0.40 -0.29 0.20 0.24 0.34 0.32 -0.82 -0.50 -0.61 -0.48 -0.45 -1.20 0.26 0.43 0.01 0.28 0.35 0.35

=====

(2)
Below is 9 unconnected molecules or ions with the total composition C51H111N6O9 in a non-equilibrium geometry, with properties calculated with ωB97M-V/def2-TZVPD.

The max |F| comes out at 4.88 eV/A. As for the HOMO energy: -10.59 eV. The LUMO energy comes out at -0.1966 Eh. As for the calculated total energy: -3014.3699 a.u. Its gap between HOMO and LUMO is 5.24 eV. For the energy above the lowest of the compared OMol25 structures with the same formula, charge and spin, the calculation gives 0.0 kcal/mol.

Geometry as ORCA input:
```
! wB97M-V def2-TZVPD RIJCOSX def2/J DEFGRID3
* xyz 3 1
C -3.622 -9.981 3.740
C -3.788 -8.503 3.479
C -5.173 -8.241 2.817
N -5.478 -6.723 2.719
C -5.737 -6.137 4.121
C -4.469 -5.870 1.958
C -4.887 -5.815 0.486
C -6.277 -6.334 0.395
C -6.742 -6.487 1.802
H -3.958 -10.581 2.894
H -4.249 -10.295 4.575
H -2.597 -10.062 4.102
H -3.051 -8.214 2.730
H -3.530 -7.873 4.330
H -6.066 -8.781 3.131
H -5.146 -8.528 1.766
H -6.007 -5.092 3.964
H -4.766 -6.161 4.616
H -6.486 -6.715 4.662
H -4.536 -4.828 2.271
H -3.448 -6.223 2.101
H -4.771 -4.765 0.220
H -4.045 -6.283 -0.026
H -6.942 -5.570 -0.009
H -6.374 -7.319 -0.062
H -7.137 -5.510 2.079
H -7.497 -7.252 1.989
C -6.402 6.172 1.852
C -6.452 4.996 0.776
C -6.602 5.550 -0.680
N -6.298 4.525 -1.833
C -7.138 3.179 -1.612
C -4.735 4.332 -1.981
C -4.253 5.406 -2.894
C -5.362 5.393 -3.961
C -6.679 5.155 -3.207
H -6.375 5.652 2.810
H -7.155 6.933 1.649
H -5.407 6.603 1.743
H -7.249 4.279 0.971
H -5.568 4.373 0.911
H -5.926 6.372 -0.918
H -7.643 5.811 -0.871
H -6.455 2.463 -1.154
H -7.498 2.910 -2.605
H -7.995 3.432 -0.988
H -4.531 3.396 -2.500
H -4.308 4.208 -0.986
H -3.255 5.278 -3.314
H -4.217 6.408 -2.466
H -5.024 4.575 -4.597
H -5.398 6.287 -4.582
H -7.493 4.606 -3.681
H -7.119 6.111 -2.921
C 7.692 -2.301 2.096
C 7.529 -2.120 0.586
C 6.991 -0.719 0.235
N 6.707 -0.491 -1.334
C 5.272 -0.907 -1.691
C 7.688 -1.252 -2.209
C 7.692 -0.517 -3.554
C 7.852 0.911 -3.017
C 7.097 0.988 -1.701
H 6.883 -1.808 2.635
H 8.642 -1.884 2.430
H 7.597 -3.272 2.582
H 6.839 -2.890 0.241
H 8.440 -2.430 0.074
H 7.593 0.097 0.634
H 6.066 -0.458 0.750
H 5.037 -0.492 -2.671
H 4.734 -0.273 -0.986
H 5.232 -1.992 -1.596
H 7.476 -2.320 -2.249
H 8.689 -1.184 -1.784
H 6.771 -0.672 -4.116
H 8.522 -0.770 -4.213
H 7.414 1.614 -3.726
H 8.887 1.247 -2.957
H 6.195 1.588 -1.827
H 7.759 1.494 -0.998
C -0.409 -1.404 -3.105
C -0.015 -2.090 -4.492
C 0.721 -3.469 -4.509
N 1.532 -3.798 -5.804
C 0.585 -3.809 -6.987
C 2.791 -2.954 -6.035
C 3.628 -3.874 -6.928
C 3.275 -5.378 -6.644
C 2.071 -5.299 -5.702
H -1.121 -0.592 -3.247
H 0.486 -1.021 -2.613
H -0.965 -2.173 -2.569
H 0.672 -1.405 -4.987
H -0.933 -2.092 -5.080
H 0.072 -4.314 -4.282
H 1.340 -3.393 -3.615
H 1.204 -4.182 -7.803
H 0.141 -2.817 -7.068
H -0.167 -4.469 -6.554
H 2.581 -1.946 -6.394
H 3.227 -2.784 -5.050
H 3.570 -3.618 -7.986
H 4.696 -3.720 -6.775
H 3.094 -5.961 -7.547
H 4.124 -5.917 -6.223
H 1.378 -6.084 -6.005
H 2.222 -5.479 -4.638
C -1.410 2.735 4.901
C -0.395 1.664 4.614
C -1.076 0.283 4.654
N -0.037 -0.916 4.452
C 0.794 -0.794 3.139
C -0.956 -2.206 4.412
C -0.039 -3.302 5.039
C 1.052 -2.569 5.854
C 0.929 -1.042 5.704
H -2.226 2.737 4.178
H -0.918 3.702 4.795
H -1.961 2.634 5.836
H 0.405 1.799 5.341
H 0.072 1.773 3.635
H -1.600 0.247 3.699
H -1.703 0.179 5.540
H 1.394 0.116 3.136
H 0.037 -0.968 2.374
H 1.478 -1.642 3.166
H -1.326 -2.494 3.428
H -1.780 -2.033 5.104
H 0.469 -3.886 4.272
H -0.476 -4.038 5.715
H 2.047 -2.848 5.507
H 0.997 -2.915 6.886
H 1.846 -0.474 5.551
H 0.291 -0.555 6.441
C -0.241 9.389 0.937
C 1.200 8.667 0.943
C 1.700 8.616 -0.499
N 2.690 7.333 -0.792
C 1.833 6.030 -0.698
C 3.392 7.537 -2.157
C 4.822 7.181 -1.990
C 5.050 6.734 -0.515
C 3.893 7.330 0.215
H -0.915 8.687 0.447
H -0.248 10.347 0.417
H -0.631 9.597 1.933
H 1.180 7.672 1.387
H 1.922 9.271 1.492
H 2.370 9.461 -0.656
H 0.881 8.584 -1.218
H 0.886 6.117 -1.230
H 1.754 5.880 0.379
H 2.412 5.191 -1.085
H 2.788 6.873 -2.775
H 3.259 8.594 -2.386
H 5.135 6.485 -2.769
H 5.307 8.151 -2.089
H 4.963 5.651 -0.427
H 5.988 7.049 -0.057
H 3.618 6.861 1.159
H 3.998 8.397 0.411
O -7.264 0.110 2.512
C -5.986 -0.258 2.742
O -5.222 -0.166 1.795
O -5.697 -0.626 3.910
H -7.523 -0.041 3.424
O 1.584 -7.516 -0.555
C 1.589 -6.270 0.006
O 2.671 -5.727 0.074
O 0.604 -5.736 0.526
H 2.472 -7.565 -0.916
O 5.584 2.396 3.802
C 4.685 3.204 3.276
O 4.238 4.091 4.084
O 4.212 2.979 2.145
H 5.362 2.845 4.621
*
```

Mulliken population analysis, charges in e, atoms 1 to 99: -1.41 -0.32 -0.74 0.18 -1.05 -0.79 -0.62 -0.52 -0.65 0.34 0.35 0.39 0.35 0.33 0.46 0.48 0.55 0.37 0.31 0.39 0.47 0.35 0.33 0.35 0.32 0.41 0.37 -1.26 -0.50 -0.92 0.30 -0.91 -0.78 -0.56 -0.55 -0.56 0.39 0.35 0.34 0.46 0.35 0.34 0.55 0.42 0.35 0.35 0.44 0.36 0.41 0.26 0.30 0.37 0.40 0.29 -1.40 -0.20 -0.61 0.36 -1.15 -0.90 -0.59 -0.69 -0.35 0.35 0.33 0.39 0.39 0.33 0.28 0.41 0.42 0.43 0.33 0.48 0.46 0.23 0.40 0.32 0.38 0.35 0.27 -1.30 -0.55 -0.66 0.01 -0.92 -0.55 -0.79 -0.54 -0.59 0.38 0.31 0.36 0.27 0.36 0.58 0.42 0.42 0.31